Density functional theory data (ωB97M-V/def2-TZVPD) for a molecular structure, C47H46As3BrN3NaO13S4.

Structure (XYZ):
```
118
C47H46As3BrN3NaO13S4, DFT ωB97M-V/def2-TZVPD
Na -0.04166 -1.13587 0.43956
Br -2.10754 -0.52172 -6.90245
C -1.68771 -0.28885 -5.06138
C -1.99819 0.90316 -4.42517
C -1.72020 1.05787 -3.07973
C -1.13456 0.02501 -2.35320
O -0.96621 0.10595 -1.03334
C -0.74180 -1.15491 -3.01208
C 0.08430 -2.26330 -2.48757
N 0.87257 -2.22088 -1.47250
C 1.71888 -3.34024 -1.26842
C 2.12258 -4.15086 -2.32570
C 2.75668 -5.36317 -2.09046
C 2.94961 -5.79664 -0.80033
C 2.63690 -4.97299 0.29256
C 2.76854 -5.41350 1.63361
C 2.41176 -4.56041 2.67582
C 2.06264 -3.26733 2.41974
N 2.03266 -2.82081 1.12870
C 2.14425 -3.67276 0.02790
C -1.06360 -1.30269 -4.36888
H -2.46387 1.71408 -4.96811
H -1.97591 1.99839 -2.58825
H 0.02168 -3.16217 -3.11398
H 1.92780 -3.83745 -3.34072
H 3.04396 -5.98577 -2.92511
H 3.34869 -6.78161 -0.60236
H 3.09252 -6.42413 1.82184
H 2.40606 -4.90217 3.70160
H 1.74747 -2.54718 3.15433
H -0.79331 -2.22024 -4.87215
O 0.79370 1.30632 0.41130
O 1.61775 2.35557 -0.09629
S -0.87085 -6.56543 -0.84361
C -0.94366 -5.05118 -0.19312
N -1.00497 -3.98091 0.26766
C -3.40339 -2.93705 1.34651
As -1.85187 -2.91437 2.48853
C -1.38537 -4.63876 3.20920
C -2.66083 -2.14811 4.09372
O -0.57748 -1.88087 2.22497
H -4.26716 -2.65736 1.95027
H -3.51539 -3.92482 0.91106
H -3.26699 -2.20440 0.55072
H -2.30102 -5.12421 3.54876
H -0.73670 -4.43722 4.06544
H -0.87069 -5.25687 2.47893
H -3.45270 -2.79055 4.48002
H -3.08093 -1.17303 3.83925
H -1.88798 -2.01192 4.85035
C 1.66752 2.80467 -3.34189
O 0.89396 2.30674 -2.28413
C 0.91168 3.10252 -1.07254
O 1.40299 4.32824 -1.20087
C -0.49565 3.21672 -0.60775
C -0.98192 4.43139 -0.64256
As -2.75468 4.96512 -0.05259
C -2.27182 4.99563 1.86357
C -3.63599 3.21324 -0.12425
C -3.08096 1.95970 -0.45105
As -1.23195 1.61329 -0.01801
C -1.54123 1.03571 1.79847
C -3.87202 0.83791 -0.86314
O -3.69845 -0.31441 -0.51003
O -4.81231 1.17209 -1.78839
C -5.72573 0.16890 -2.17124
C -4.99918 3.24986 0.29789
O -5.76196 2.32249 0.51252
O -5.43305 4.54410 0.52871
C -6.74064 4.63335 1.03390
C 0.08214 5.45696 -1.01175
O 0.37180 6.33282 -0.20434
O -0.14079 5.80688 -2.36438
C 0.65014 6.87973 -2.79860
H 1.61864 2.04814 -4.12818
H 2.71216 2.95789 -3.05058
H 1.27228 3.75209 -3.71817
H -1.79269 5.94973 2.07870
H -1.57419 4.18430 2.10983
H -3.19174 4.89391 2.44307
H -2.27071 1.76520 2.17285
H -0.63367 0.98191 2.39888
H -2.02335 0.05363 1.72350
H -6.72981 0.50894 -1.91138
H -5.50768 -0.77466 -1.66994
H -5.65198 0.03820 -3.25367
H -6.87717 5.67394 1.32462
H -6.88758 3.97493 1.89456
H -7.47979 4.36511 0.27356
H 1.14692 6.58995 -3.73057
H 1.39580 7.14737 -2.04995
H 0.02426 7.76073 -2.99038
O 2.12679 -1.45568 0.95241
C 3.41142 -0.76047 1.14934
C 4.47195 -1.54446 1.87434
C 4.92657 -1.32314 3.14742
C 5.97557 -2.19192 3.51785
C 6.31624 -3.03975 2.50430
S 5.38469 -2.77943 1.10818
C 3.87291 -0.32502 -0.20853
C 3.08433 -0.09718 -1.29254
C 3.81654 0.38663 -2.40351
C 5.13832 0.55086 -2.12605
S 5.51459 0.10143 -0.52040
C 2.96499 0.43106 1.93218
C 3.29421 1.72942 1.71264
C 2.65619 2.61534 2.61549
C 1.85779 1.96203 3.49910
S 1.84543 0.27217 3.22930
H 4.50880 -0.56957 3.78944
H 6.45274 -2.18320 4.48005
H 7.07029 -3.80055 2.50976
H 2.01773 -0.22692 -1.27391
H 3.36952 0.61569 -3.35501
H 5.90942 0.91149 -2.77624
H 3.90882 2.05151 0.89125
H 2.73819 3.68443 2.55848
H 1.22589 2.38860 4.25287
```

## Properties
Strongest force on any atom: 0.025 hartree/bohr
Lowest unoccupied orbital energy (alpha / beta): 3.24 / 3.24 eV
HOMO (alpha / beta): -1.855 / -1.246 eV
Energy above the lowest of the compared OMol25 structures with the same formula, charge and spin: 168.0 kJ/mol
Total charge: -2

=====

Density functional theory data (ωB97M-V/def2-TZVPD) for a molecular structure, C47H46AsCl2CsN6OS2Se.

Structure (XYZ):
```
107
C47H46AsCl2CsN6OS2Se, DFT ωB97M-V/def2-TZVPD
Cs 0.77733 -0.34775 0.86267
Cl -0.48395 -2.91861 2.55578
C -0.24354 -4.26838 1.44473
C 0.05292 -5.49047 2.02162
C 0.26026 -6.59087 1.20856
C 0.16565 -6.43682 -0.16638
C -0.13898 -5.20069 -0.71315
Cl -0.22615 -5.11214 -2.45241
C -0.36558 -4.04244 0.05932
S -0.78972 -2.49169 -0.62008
H 0.12007 -5.56799 3.09811
H 0.49452 -7.55441 1.64023
H 0.33051 -7.27604 -0.82852
S -5.75031 1.78158 4.85201
C -4.26802 1.34705 3.96183
C -4.21861 0.17940 3.21690
C -3.04781 -0.12907 2.54008
N -1.96556 0.64501 2.57013
C -2.02649 1.77449 3.27480
C -3.15020 2.17078 3.98231
C -5.35766 1.07947 6.44269
C -4.60908 1.78453 7.37356
C -4.33364 1.18688 8.59341
N -4.75420 -0.03152 8.93481
C -5.48497 -0.69035 8.03663
C -5.81298 -0.18381 6.78690
H -5.07534 -0.47850 3.16258
H -2.96648 -1.03237 1.94443
H -1.13653 2.39498 3.26909
H -3.15961 3.10449 4.52851
H -4.25315 2.78255 7.15555
H -3.74798 1.71677 9.33589
H -5.82567 -1.67751 8.32679
H -6.40952 -0.76273 6.09492
C 6.07588 3.18427 -2.61867
C 4.95556 3.69995 -3.25574
C 3.72907 3.04898 -3.15884
C 3.61645 1.87894 -2.41703
C 4.74443 1.37142 -1.77374
C 5.97004 2.01318 -1.87782
As 1.96075 0.86175 -2.18022
C 2.22473 -0.48481 -3.57769
C 1.52645 -1.68519 -3.44997
C 1.63934 -2.66418 -4.43310
C 2.44520 -2.44967 -5.54167
C 3.14906 -1.25590 -5.66626
C 3.04392 -0.27747 -4.68673
C 0.71603 2.03745 -3.11603
C 0.25760 1.80416 -4.40714
C -0.66587 2.66717 -4.98718
C -1.13135 3.76891 -4.28601
C -0.67173 4.01000 -2.99829
C 0.24194 3.14342 -2.41789
H 7.02877 3.69124 -2.69982
H 5.03310 4.61055 -3.83643
H 2.86228 3.46171 -3.66173
H 4.66797 0.46093 -1.18774
H 6.83938 1.60053 -1.38128
H 0.89676 -1.88367 -2.58395
H 1.10360 -3.60013 -4.31032
H 2.53610 -3.21462 -6.30252
H 3.78667 -1.08758 -6.52511
H 3.60195 0.64328 -4.79533
H 0.61720 0.95036 -4.96876
H -1.02620 2.47128 -5.98944
H -1.85651 4.43374 -4.73670
H -1.03966 4.86111 -2.43958
H 0.57289 3.32571 -1.40064
C -4.26631 -1.99330 -1.14587
N -3.43635 -1.81339 -2.31750
C -2.71597 -0.70229 -2.60119
Se -2.70806 0.93171 -1.76149
N -2.00669 -0.99325 -3.72096
C -2.24450 -2.29156 -4.14366
C -1.78624 -3.02163 -5.22358
C -2.27424 -4.31548 -5.35924
C -3.18371 -4.84966 -4.44292
C -3.64102 -4.10607 -3.36223
C -3.15881 -2.81637 -3.24036
H -4.42254 -1.01444 -0.69852
H -3.74793 -2.64520 -0.44040
H -5.22232 -2.42666 -1.44004
H -1.34749 -0.33379 -4.10293
H -1.07682 -2.60605 -5.92708
H -1.93838 -4.92332 -6.18881
H -3.53064 -5.86607 -4.57096
H -4.33216 -4.52220 -2.64187
C 3.33902 3.01360 5.08787
N 2.95780 1.93146 4.19420
C 2.43592 0.70569 4.78812
C 2.74331 2.09942 2.86849
O 2.06024 1.27816 2.23578
N 3.29910 3.21105 2.26228
C 4.74620 3.39098 2.39045
C 2.80748 3.49006 0.91630
H 2.71444 2.96537 5.97985
H 3.16564 3.97160 4.60351
H 4.38337 2.95193 5.39909
H 2.71955 0.68830 5.83786
H 2.85345 -0.17334 4.30092
H 1.34915 0.65074 4.70594
H 5.05247 3.64055 3.40273
H 5.03803 4.21533 1.74278
H 5.29310 2.49932 2.06739
H 1.74619 3.26559 0.85981
H 3.32760 2.90361 0.15622
H 2.95682 4.54894 0.70503
```

## Properties
Strongest force on any atom: 0.045 hartree/bohr
Lowest unoccupied orbital energy: -0.07 eV
HOMO: -6.486 eV
Energy above the lowest of the compared OMol25 structures with the same formula, charge and spin: 93.0 kJ/mol
Total charge: 0

=====

> Which value of strongest force on any atom does entry 1 give?

0.025 hartree/bohr

=====

> Look up the energy above the lowest of the compared OMol25 structures with the same formula, charge and spin of the second one.

93.0 kJ/mol